Record 1
C6H10O in the gas phase, computed with ωB97M-V/def2-TZVPD.

Summary:
* gap between HOMO and LUMO: 10.6229 eV
* ΔE to the lowest compared entry with this formula, charge and spin: 87.7 kJ/mol

Structure (ORCA input):
```
! RIJCOSX wB97M-V def2-TZVPD def2/J DEFGRID3
* xyz 0 1
C -1.88 -0.31 0.36
C -1.10 0.74 -0.39
C 0.01 1.48 0.28
C 0.34 0.51 -0.82
C 1.04 -0.81 -0.60
C 2.00 -0.97 0.56
O 2.22 -0.16 1.43
H -2.19 0.05 1.35
H -1.29 -1.23 0.53
H -2.77 -0.61 -0.19
H -1.69 1.32 -1.09
H 0.13 2.54 0.08
H 0.28 1.19 1.29
H 0.61 0.97 -1.77
H 1.61 -1.09 -1.50
H 0.32 -1.64 -0.49
H 2.50 -1.96 0.58
*
```



Record 2
A molecular structure, C6H10O in a non-equilibrium geometry, computed with ωB97M-V/def2-TZVPD.

Summary:
* gap between HOMO and LUMO: 10.3190 eV
* ΔE to the lowest compared entry with this formula, charge and spin: 252.8 kJ/mol

Structure (ORCA input):
```
! RIJCOSX wB97M-V def2-TZVPD def2/J DEFGRID3
* xyz 0 1
O 1.20 -0.91 1.22
C 1.30 -0.51 -0.16
C 0.18 -1.28 -0.76
C -1.12 -0.62 0.56
C -1.34 0.81 0.07
C -0.06 1.55 -0.24
C 1.12 0.96 -0.38
H 1.22 -0.18 1.84
H 2.29 -0.85 -0.43
H 0.38 -2.37 -0.78
H -0.14 -0.97 -1.77
H -1.11 -0.62 1.68
H -1.85 -1.35 0.27
H -1.93 0.75 -0.85
H -1.94 1.42 0.77
H -0.16 2.62 -0.40
H 2.01 1.54 -0.64
*
```



Record 3
C6H10O in the gas phase, computed with ωB97M-V/def2-TZVPD.

Summary:
* gap between HOMO and LUMO: 9.0615 eV
* ΔE to the lowest compared entry with this formula, charge and spin: 308.0 kJ/mol

Structure (ORCA input):
```
! RIJCOSX wB97M-V def2-TZVPD def2/J DEFGRID3
* xyz 0 1
C 0.91 1.05 1.09
C -1.49 0.70 -0.87
C -0.27 0.10 -1.47
C 0.31 -0.91 -0.47
C 1.34 -0.29 0.49
O -0.85 -1.36 0.23
C -1.82 -0.32 0.15
H 0.02 0.94 1.73
H 0.67 1.79 0.32
H 1.70 1.47 1.72
H -0.77 -0.44 -2.29
H 0.43 0.80 -1.94
H 0.75 -1.78 -0.96
H 2.29 -0.16 -0.05
H 1.52 -1.02 1.28
H -2.81 -0.75 -0.09
H -1.94 0.19 1.12
*
```



Record 4
C6H10O in the gas phase in a non-equilibrium geometry, computed with ωB97M-V/def2-TZVPD.

Summary:
* gap between HOMO and LUMO: 10.0257 eV
* ΔE to the lowest compared entry with this formula, charge and spin: 156.0 kJ/mol

Structure (ORCA input):
```
! RIJCOSX wB97M-V def2-TZVPD def2/J DEFGRID3
* xyz 0 1
O -1.15 -2.16 -0.80
C -0.72 -1.40 -1.65
C 0.51 -0.54 -1.66
C 0.29 0.76 -0.98
C 0.11 0.69 0.51
C 0.62 1.46 1.47
C 0.22 1.06 2.85
H -1.38 -1.27 -2.56
H 1.01 -0.50 -2.55
H 1.41 -0.93 -1.05
H -0.61 1.36 -1.35
H 1.11 1.47 -1.11
H -0.41 -0.23 0.83
H 1.30 2.19 1.16
H -0.23 1.91 3.43
H -0.40 0.15 2.99
H 1.17 1.00 3.37
*
```